Entry 1:
Molecular formula: C16H25N3O
Method: DFT, wB97M-V/def2-TZVPD

```
45
Properties=species:S:1:pos:R:3:forces:R:3
C -1.8833 0.6308 1.6332 -0.15 -0.23 -0.25
H -1.5126 -1.2451 0.6299 -0.02 -0.03 -0.08
H 4.2224 -1.9957 -3.9626 -0.07 -0.07 -0.06
C -3.3922 0.4409 1.7584 0.24 0.28 0.21
H -7.1367 3.0461 0.9223 -0.03 0.10 -0.07
H -7.4029 1.0595 2.3122 0.00 -0.06 -0.08
C 0.2118 0.0019 0.3884 -0.26 -0.09 -0.04
C -6.3889 1.3465 2.0219 0.04 0.08 0.19
C -6.3792 2.8301 1.6728 -0.05 -0.26 -0.04
N 2.0702 -0.6847 -0.8963 0.53 0.35 0.17
O 0.8632 0.6937 1.1290 0.01 0.11 0.13
H 8.6444 -0.0229 -1.6454 0.02 -0.01 -0.12
H 6.6250 -1.6620 -4.1467 0.04 -0.05 -0.08
H -6.1280 0.7621 1.1379 -0.07 -0.07 -0.04
C 4.8006 -0.5979 -0.9348 -0.05 -0.10 -0.19
C 1.9080 -2.3231 -2.7463 -0.05 0.22 0.24
H -1.3921 0.3320 2.5605 0.03 0.08 0.02
H 8.6154 -0.7012 -3.2032 0.01 0.08 0.09
C -3.9668 1.2652 2.9081 -0.21 -0.27 -0.07
C 6.1120 -1.3702 -3.2408 0.27 0.10 0.03
C 4.0675 -1.1887 -1.9700 0.61 0.05 -0.03
H -5.4142 3.1324 1.2748 0.10 0.12 -0.05
H -5.5714 -0.0693 3.4086 0.00 -0.02 0.10
H 6.7095 0.0446 -0.2316 0.04 0.03 0.11
H 2.5691 -3.1367 -3.0298 -0.02 -0.05 -0.04
H -1.6537 1.6853 1.4719 0.05 0.02 0.08
H 4.2712 -0.2922 -0.0471 -0.02 0.04 0.12
H 1.0324 -2.7587 -2.2650 -0.03 -0.04 -0.03
C 4.7522 -1.5664 -3.1256 -0.23 0.10 0.27
H -6.5908 3.4295 2.5557 -0.01 0.13 0.08
H -3.8166 2.3260 2.7035 0.08 0.09 0.04
C 6.8413 -0.7944 -2.1997 -0.39 -0.15 -0.03
H -5.7506 1.5597 4.0576 -0.06 -0.05 0.07
C -5.4479 0.9914 3.1745 0.05 0.06 -0.14
C 6.1573 -0.4076 -1.0432 0.10 0.01 -0.10
H 0.1248 -1.2862 -1.2209 0.21 0.23 0.23
N 8.2094 -0.6696 -2.2826 0.39 0.01 0.00
N 0.7488 -0.7200 -0.6464 -0.29 -0.75 -0.77
H -3.8671 0.7337 0.8199 -0.08 -0.07 -0.09
H -3.4087 1.0296 3.8177 0.06 0.08 0.02
C 2.6245 -1.3687 -1.8196 -0.80 -0.15 0.02
H -3.6130 -0.6163 1.9285 -0.07 -0.08 -0.05
H 1.5828 -1.8049 -3.6491 -0.04 -0.03 -0.09
H -1.7499 0.1244 -0.4638 -0.02 -0.08 -0.04
C -1.2974 -0.1828 0.4832 0.10 0.33 0.38
```
Forces are in eV/Å.

Results
* highest occupied orbital energy: -7.53 eV
* ΔE to the lowest compared entry with this formula, charge and spin: 118.7 kJ/mol
* SMILES: CCCCCCCC(=O)N/N=C(\C)c1ccc(N)cc1
* orbital gap: 8.22 eV

***

Entry 2:
Molecular formula: C16H25N3O2S
Method: DFT, wB97M-V/def2-TZVPD

```
47
Properties=species:S:1:pos:R:3:forces:R:3
C 3.9927 3.6980 -0.0703 0.02 0.08 0.22
C -2.0548 0.0139 0.7098 -0.06 0.06 0.00
H -0.5795 0.5698 2.6855 0.07 -0.23 -0.04
C 3.1722 -0.3980 -0.6847 0.03 -0.11 -0.15
C -5.1137 -0.6642 -0.6947 0.21 0.05 -0.09
H 1.8679 0.1902 2.2982 0.02 0.06 0.00
C 3.0292 -0.8418 -1.9911 0.03 -0.07 0.16
H -4.8237 0.4671 1.7802 -0.04 -0.04 -0.02
H -2.5790 -1.3122 -0.7400 0.09 0.09 0.09
H -1.4431 -2.5303 0.0340 0.01 0.00 0.08
H 3.0727 3.5724 0.5100 0.04 -0.01 -0.02
H -6.0297 -0.1143 -0.9572 0.06 -0.06 -0.04
H 3.5815 1.2710 0.5762 0.01 0.07 0.10
H 4.1864 4.7604 -0.2094 -0.01 -0.07 0.06
H 1.0094 0.6625 0.8055 0.02 -0.01 0.09
C -3.9035 0.2671 -0.8909 -0.49 0.03 -0.03
C 0.6244 -1.8622 -0.0022 -0.21 -0.13 0.11
H -5.7427 -0.8736 2.5003 -0.05 0.07 0.04
N -2.6900 -0.3593 -0.4274 0.24 -0.59 0.03
H -0.1054 -1.1140 3.0356 0.02 0.00 -0.03
C 1.1323 -0.1340 1.5596 -0.28 -0.05 0.19
O -5.2067 -1.2075 0.5961 0.05 -0.15 -0.10
H -4.0278 1.1972 -0.3321 0.04 -0.15 -0.19
H 4.8305 3.2469 0.4717 -0.04 0.01 -0.02
H 3.5490 2.0818 -3.6164 0.02 0.09 -0.10
H 2.8203 -1.8836 -2.1859 -0.02 -0.12 0.00
C 3.4569 0.9419 -0.4440 0.10 0.25 0.04
H 3.5905 -1.0538 1.3175 0.04 -0.05 -0.06
H 0.4757 -1.1504 -0.8342 0.01 -0.10 0.03
C -0.7129 -2.0872 0.7108 0.15 -0.21 -0.40
O 3.8650 3.1623 -1.3648 -0.04 -0.20 -0.30
C -0.2128 -0.3603 2.2513 0.37 0.39 0.31
S -2.3475 1.5110 1.3762 -0.08 0.84 0.30
C 3.5901 1.8361 -1.4991 -0.03 -0.08 -0.11
N 1.5851 -1.3810 0.9707 0.05 -0.08 0.03
H -3.8087 0.5046 -1.9552 -0.07 0.05 0.06
C 2.9556 -1.3407 0.4748 -0.06 -0.03 0.00
N -1.1767 -0.8429 1.2841 -0.12 -0.07 -0.16
C 3.1671 0.0462 -3.0462 -0.01 0.09 -0.03
H 3.0589 -0.3041 -4.0620 0.00 -0.01 -0.09
C 3.4407 1.3759 -2.8086 0.04 0.15 0.10
H -5.0218 -1.5307 -1.3580 -0.07 0.10 -0.03
C -5.5932 -0.2885 1.5953 0.01 0.11 0.10
H 0.9862 -2.8082 -0.4115 -0.01 0.00 -0.06
H 3.2179 -2.3604 0.1787 0.07 0.06 0.02
H -0.5554 -2.7852 1.5396 -0.06 -0.02 -0.13
H -6.5298 0.2121 1.3242 -0.04 -0.02 0.01
```
Forces are in eV/Å.

Results
* highest occupied orbital energy: -7.88 eV
* ΔE to the lowest compared entry with this formula, charge and spin: 249.8 kJ/mol
* SMILES: COCCNC(=S)N1CCN(Cc2cccc(OC)c2)CC1
* orbital gap: 8.53 eV